Entry 1:
The following is a DFT calculation (the ωB97M-V functional and the def2-TZVPD basis) of a molecular structure, C42H26F2I2MnN4O6S.

Structure (XYZ):
```
84
Properties=species:S:1:pos:R:3:forces:R:3
Mn -0.13384 -0.03154 -0.31257 -0.05 -0.10 0.05
F -0.89056 -0.60222 5.23220 0.00 0.00 0.00
C -0.38965 0.15081 4.21121 0.00 0.00 -0.01
C -0.51064 -0.27932 2.90760 -0.01 0.00 0.01
C -0.00613 0.48524 1.85194 0.02 -0.03 -0.04
C 0.63350 1.70883 2.16215 0.00 -0.01 0.01
C 0.73220 2.08762 3.49655 0.00 0.00 0.00
F 1.33920 3.25628 3.87734 0.00 0.00 0.00
C 0.23133 1.33764 4.54290 0.00 0.00 0.01
C 1.13575 2.53739 1.02407 0.02 -0.01 -0.01
C 1.77171 3.77771 1.15009 0.01 0.00 0.01
C 2.20760 4.43584 0.01250 -0.01 -0.01 -0.01
C 2.00980 3.86384 -1.23190 0.00 0.01 0.01
C 1.35377 2.64499 -1.28069 0.00 0.01 0.00
N 0.94148 2.01126 -0.19127 0.00 0.07 0.00
H -1.01031 -1.22624 2.72140 0.00 0.00 0.00
H 0.32983 1.67103 5.56583 0.00 0.00 0.00
H 1.92109 4.22248 2.11856 0.00 0.00 0.00
H 2.69799 5.39854 0.10592 0.00 0.00 0.00
H 2.32393 4.35139 -2.14495 0.00 0.00 0.00
H 1.13220 2.14181 -2.21416 0.00 0.00 0.00
O -3.74856 3.17241 -1.71797 -0.01 0.00 0.00
S -2.56785 2.86203 -0.92819 -0.03 -0.01 0.00
O -1.32448 3.37236 -1.45102 0.02 0.00 0.00
N -2.40245 1.33480 -0.56350 0.03 0.07 0.01
C -3.49589 0.63522 -0.10730 0.01 -0.04 -0.01
C -4.75627 1.14656 0.18195 0.02 -0.01 0.01
C -5.80763 0.33078 0.63085 -0.01 0.00 0.01
C -5.65549 -1.01577 0.79034 -0.01 0.00 -0.01
C -4.39528 -1.59323 0.50971 0.01 0.00 0.01
C -4.17183 -2.98389 0.61812 0.01 0.00 -0.01
C -2.94698 -3.49866 0.32268 -0.01 -0.01 0.01
C -1.91649 -2.61444 -0.05016 0.01 0.02 -0.01
N -2.08326 -1.31768 -0.14153 0.01 -0.03 -0.02
C -3.31188 -0.78380 0.09587 0.00 0.04 0.01
C -2.80977 3.72832 0.62593 0.00 0.00 -0.01
C -2.39407 3.16004 1.81940 0.00 -0.01 0.01
C -2.52886 3.87411 3.00349 0.00 0.01 0.00
C -3.08362 5.14572 2.99070 0.01 -0.01 0.01
C -3.51048 5.70532 1.79153 0.00 0.00 -0.01
C -3.37613 4.99624 0.60736 0.00 0.00 0.00
H -4.95515 2.19437 0.02118 -0.01 0.00 0.00
H -6.76612 0.79489 0.83735 0.00 0.00 0.00
H -6.47177 -1.65019 1.11608 0.00 0.00 0.00
H -4.99234 -3.62184 0.93045 0.00 0.00 0.00
H -2.73889 -4.55895 0.38245 0.00 0.00 0.00
H -0.92086 -2.97939 -0.25864 0.00 0.00 0.00
H -1.96587 2.16592 1.81619 0.00 0.00 0.00
H -2.19336 3.42857 3.93204 0.00 0.00 0.00
H -3.18681 5.70200 3.91524 0.00 0.00 0.00
H -3.94955 6.69634 1.78035 0.00 0.00 0.00
H -3.71027 5.40831 -0.33630 0.00 0.00 0.00
I 1.02721 -5.22318 0.06135 0.01 0.00 0.00
C 2.52307 -3.77069 0.18034 -0.01 0.00 0.02
C 3.83392 -4.18914 0.40395 0.00 0.00 0.00
C 4.85796 -3.28477 0.49985 0.02 -0.01 0.00
I 6.79567 -4.01595 0.84142 0.00 0.00 0.00
C 4.60202 -1.89628 0.36871 0.00 -0.01 -0.02
C 5.58378 -0.88582 0.45041 0.00 0.01 0.01
C 5.22606 0.42425 0.30323 0.01 -0.02 0.00
C 3.87667 0.73705 0.06819 -0.02 0.00 0.01
N 2.94047 -0.17388 -0.01030 0.00 0.01 0.00
C 3.26677 -1.47141 0.13653 0.01 0.01 -0.01
C 2.14445 -2.41697 0.03834 -0.03 -0.01 0.02
O 0.96623 -2.02832 -0.15124 0.00 0.03 0.01
H 4.03654 -5.24725 0.50402 0.00 0.00 0.00
H 6.61512 -1.16152 0.63017 0.00 0.00 0.00
H 5.96259 1.21575 0.36336 0.00 0.00 0.00
H 3.56867 1.77013 -0.05824 -0.01 0.01 0.00
O 1.51773 -0.14995 -5.29084 0.01 0.00 0.00
C 0.64151 0.90284 -5.36627 0.00 0.01 -0.01
C 0.80231 1.91067 -6.30909 0.01 0.00 0.00
C -0.10064 2.96564 -6.35886 0.00 0.00 0.00
C -1.16379 3.00449 -5.47101 0.00 0.01 -0.01
C -1.31776 1.98619 -4.53704 0.01 -0.02 0.00
C -0.42166 0.92855 -4.46905 -0.01 -0.03 0.00
C -0.59378 -0.14451 -3.39910 -0.04 0.06 0.08
O -1.38565 -1.05641 -3.60555 0.00 -0.03 -0.02
O 0.11556 0.07329 -2.36408 0.07 -0.01 -0.10
H 2.24305 0.01142 -5.90072 0.00 0.00 0.00
H 1.63866 1.86838 -7.00184 0.00 0.00 0.00
H 0.03599 3.75395 -7.09032 0.00 0.00 0.00
H -1.86580 3.82848 -5.48858 0.00 0.00 0.00
H -2.13622 2.02162 -3.82917 0.00 0.01 0.01
```
Forces are in eV/Å.

Computed properties:
* HOMO (alpha / beta): -0.06679 / -0.09625 Eh
* Kohn-Sham gap (alpha / beta): 5.19 / 6.00 eV
* E: -4631.09393 Ha
* relative energy (zero: lowest compared OMol25 entry of this formula, charge and spin): 0.0000 eV
* total charge: -2
* multiplicity: 6

Löwdin atomic charge list, values in e, 2 entries: 0.87 0.02


Entry 2:
The following is a DFT calculation (the ωB97M-V functional and the def2-TZVPD basis) of a molecular structure, C35H23Cl2I2O2PSSe4Ti.

Structure (XYZ):
```
71
Properties=species:S:1:pos:R:3:forces:R:3
Ti -0.82176 0.42629 -0.52850 -0.08 -0.05 -0.09
Se 0.78181 3.79290 1.38476 0.02 0.03 0.04
Se 0.41394 2.91970 -0.70138 0.01 -0.02 -0.02
Se -1.65438 3.58860 -1.62996 -0.02 -0.03 0.02
Se -2.91470 1.70719 -0.98386 0.05 0.00 0.04
I 0.94587 -2.41922 2.11041 0.03 -0.02 0.02
C 1.73692 -0.81022 3.19482 0.00 -0.01 -0.02
C 1.23668 -0.71392 4.46521 0.00 0.01 0.01
C 1.74710 0.22128 5.38116 -0.02 -0.02 0.01
C 2.80082 0.99488 5.01210 0.02 0.02 -0.01
C 3.35160 0.90201 3.71179 0.00 0.00 -0.01
C 4.50909 1.66571 3.42492 -0.01 0.00 0.03
C 5.11466 1.57255 2.21540 0.00 0.00 -0.01
C 4.50819 0.80001 1.20785 0.02 0.00 -0.02
C 3.34362 0.09633 1.39391 0.00 0.00 0.00
P 2.47274 -0.50466 -0.13402 0.00 0.02 0.12
C 3.27474 0.46729 -1.47890 0.00 0.00 -0.03
C 3.58630 -0.15571 -2.68746 0.01 0.02 0.01
C 4.00874 0.58764 -3.78171 0.00 -0.01 0.00
C 4.12396 1.96594 -3.68878 0.00 0.01 0.01
C 3.81321 2.59742 -2.49190 0.01 0.00 -0.01
C 3.39132 1.85716 -1.39966 -0.01 0.00 -0.01
C 3.27165 -2.13422 -0.44557 -0.01 -0.02 -0.04
C 4.60816 -2.38775 -0.15304 0.03 0.01 0.01
C 5.18016 -3.61061 -0.47297 -0.01 -0.01 0.00
C 4.42252 -4.59390 -1.09609 0.00 0.01 0.01
C 3.08687 -4.35329 -1.38463 0.01 -0.01 0.00
C 2.51557 -3.13277 -1.05335 -0.02 0.01 0.01
C 2.78418 0.04277 2.72474 -0.02 -0.01 -0.01
H 0.43822 -1.37492 4.77588 0.00 0.00 0.00
H 1.31376 0.29081 6.37074 0.00 0.01 0.00
H 3.25069 1.69456 5.70630 -0.01 0.00 0.00
H 4.90503 2.30687 4.20348 0.00 0.00 0.00
H 6.01891 2.12566 1.99673 0.00 0.00 0.00
H 4.95725 0.82247 0.22514 0.01 -0.01 0.01
H 3.49103 -1.22989 -2.78602 0.01 -0.01 -0.01
H 4.24412 0.08036 -4.70981 0.00 0.00 0.00
H 4.45078 2.54618 -4.54286 0.00 0.00 0.00
H 3.88220 3.67445 -2.40551 0.00 0.00 0.00
H 3.15561 2.37169 -0.47495 -0.01 0.01 0.00
H 5.21074 -1.63102 0.33361 -0.01 0.02 0.00
H 6.22042 -3.79540 -0.23418 0.00 0.00 0.00
H 4.87104 -5.54736 -1.34691 0.00 0.00 0.00
H 2.47950 -5.11382 -1.85977 0.00 0.00 0.00
H 1.46328 -2.95779 -1.24216 0.01 0.00 0.00
Cl 0.05942 0.76971 -3.03646 -0.01 0.00 0.01
C 0.32347 -0.80820 -3.72024 -0.01 -0.01 0.01
C 0.99504 -0.87219 -4.92629 0.00 0.00 -0.01
C 1.23337 -2.10948 -5.49920 0.00 -0.01 0.00
C 0.79196 -3.25413 -4.85315 0.00 0.00 0.00
C 0.11820 -3.15370 -3.64954 -0.01 0.02 0.01
Cl -0.40080 -4.62976 -2.89047 0.00 -0.01 0.00
C -0.14647 -1.92367 -3.02197 0.02 -0.01 -0.05
S -0.96312 -1.82953 -1.48850 -0.01 0.02 0.04
H 1.33409 0.04147 -5.39475 0.00 0.00 0.00
H 1.76152 -2.18286 -6.44020 0.00 0.00 0.00
H 0.96730 -4.23449 -5.27435 0.00 0.00 0.00
I -2.77640 0.40229 7.97715 0.00 0.00 0.00
C -2.36992 0.30096 5.92660 0.00 0.00 -0.02
C -2.84081 -0.78204 5.19577 0.00 0.01 0.02
C -2.55842 -0.84864 3.84040 -0.01 -0.01 -0.01
C -1.79485 0.14497 3.24422 0.00 -0.01 0.00
C -1.33041 1.22650 3.98260 0.01 0.01 -0.02
C -1.63046 1.31336 5.33312 -0.01 0.00 0.02
C -1.42369 0.05124 1.81231 -0.03 0.00 0.02
O -2.06005 -0.63584 0.98205 0.03 0.02 -0.05
O -0.41794 0.72940 1.41200 0.03 0.04 0.00
H -3.41814 -1.55925 5.67704 0.00 0.00 0.00
H -2.91083 -1.67642 3.23854 0.00 0.00 0.00
H -0.73075 1.98322 3.48558 0.00 0.00 0.00
H -1.27794 2.15229 5.91742 0.00 0.00 0.00
```
Forces are in eV/Å.

Computed properties:
* HOMO (alpha / beta): -0.15216 / -0.15195 Eh
* Kohn-Sham gap (alpha / beta): 6.04 / 6.04 eV
* E: -14208.81998 Ha
* relative energy (zero: lowest compared OMol25 entry of this formula, charge and spin): 0.2392 eV
* total charge: -1
* multiplicity: 2

Löwdin atomic charge list, values in e, 2 entries: 0.15 -0.10


Entry 3:
The following is a DFT calculation (the ωB97M-V functional and the def2-TZVPD basis) of 2 unconnected molecules or ions with the total composition H6NO in a non-equilibrium geometry.

Structure (XYZ):
```
8
Properties=species:S:1:pos:R:3:forces:R:3
N -0.55441 -0.21291 -0.99062 0.80 -0.44 -0.42
H -1.41028 -0.16542 -0.42930 -0.35 0.74 -0.63
H 0.04442 0.62062 -1.06616 -0.72 0.24 0.28
H -0.00498 -0.93504 -0.52468 0.18 -0.47 -0.68
H -0.70972 -0.47992 -1.97462 -0.50 -0.35 0.18
H 0.36834 -0.18396 1.94918 -0.18 -0.11 0.27
H 1.51574 0.90042 1.76377 0.26 0.37 -0.11
O 0.75089 0.45620 1.27245 0.50 0.03 1.11
```
Forces are in eV/Å.

Computed properties:
* HOMO (alpha / beta): -1.05792 / -1.05593 Eh
* Kohn-Sham gap (alpha / beta): 18.44 / 10.65 eV
* E: -132.69672 Ha
* relative energy (zero: lowest compared OMol25 entry of this formula, charge and spin): 0.0883 eV
* total charge: +2
* multiplicity: 2

natural (NBO) atomic charge list, values in e, 2 entries: -0.87 0.47


Entry 4:
The following is a DFT calculation (the ωB97M-V functional and the def2-TZVPD basis) of 2 unconnected molecules or ions with the total composition CH7O2 in a non-equilibrium geometry.

Structure (XYZ):
```
10
Properties=species:S:1:pos:R:3:forces:R:3
O 1.18404 1.15668 0.38637 2.53 -1.61 1.62
H 2.13218 0.89302 0.75692 -2.65 1.29 -1.35
H 1.24524 1.81351 -0.30912 0.45 0.32 -0.26
H 0.57364 0.00393 0.13325 -0.41 -0.78 -0.13
C -1.35478 -0.36783 -0.53016 1.47 -2.92 -1.27
O -0.06899 -0.93843 0.03906 1.03 0.67 4.94
H -1.96194 -0.04228 0.26310 -0.74 0.88 0.71
H -0.94790 0.37255 -1.25954 -1.06 -0.63 0.51
H -1.73103 -1.35290 -0.94473 -0.22 1.85 -0.19
H -0.10185 -1.22689 1.13768 -0.40 0.92 -4.58
```
Forces are in eV/Å.

Computed properties:
* HOMO: -0.65008 Eh
* Kohn-Sham gap: 13.33 eV
* E: -192.44672 Ha
* relative energy (zero: lowest compared OMol25 entry of this formula, charge and spin): 1.0935 eV
* total charge: +1

natural (NBO) atomic charge list, values in e, 2 entries: -0.91 0.55


Entry 5:
The following is a DFT calculation (the ωB97M-V functional and the def2-TZVPD basis) of a molecular structure, CH2O4S in a non-equilibrium geometry.

Structure (XYZ):
```
8
Properties=species:S:1:pos:R:3:forces:R:3
C 0.18539 -0.23411 0.19383 -4.31 3.08 0.80
O 2.58039 1.01491 0.93502 1.23 0.58 1.00
O 3.38429 -0.95397 -0.37562 0.66 -0.75 -0.01
O 1.03138 -0.91904 0.71887 1.88 -2.20 0.34
O 1.55062 0.51868 -1.13591 1.29 -0.85 -1.17
S 2.45794 0.05146 -0.08382 -0.93 1.74 -0.66
H -0.79657 -0.70157 -0.04802 0.62 0.19 -0.34
H 0.21109 0.91190 0.27578 -0.44 -1.78 0.04
```
Forces are in eV/Å.

Computed properties:
* HOMO: -0.41870 Eh
* Kohn-Sham gap: 10.52 eV
* E: -738.34540 Ha
* relative energy (zero: lowest compared OMol25 entry of this formula, charge and spin): 2.8376 eV
* total charge: 0

natural (NBO) atomic charge list, values in e, 2 entries: 0.34 -0.89


Entry 6:
The following is a DFT calculation (the ωB97M-V functional and the def2-TZVPD basis) of 2 unconnected molecules or ions with the total composition C3H9O in a non-equilibrium geometry.

Structure (XYZ):
```
13
Properties=species:S:1:pos:R:3:forces:R:3
C 0.12148 2.58585 -0.27670 2.33 1.23 -0.67
H -0.00463 1.98053 0.59095 -0.48 -1.04 0.05
H 0.02376 3.61858 0.10054 -0.06 -0.27 -0.71
H -0.36819 2.39281 -1.21656 -1.29 -0.14 0.31
H 1.16698 2.44466 -0.67051 -0.50 0.29 1.00
C 0.20622 -0.93836 -0.38924 0.52 1.20 -2.44
O 0.88094 -0.50484 0.72299 0.00 0.18 -0.46
C -1.03889 -1.55352 0.12049 -2.01 -3.56 2.32
H 0.83163 -1.58013 -1.06719 -0.50 0.05 0.85
H -0.20760 -0.13316 -1.11489 0.99 -0.31 1.38
H -1.49993 -0.91898 0.93849 0.87 -0.86 -0.59
H -0.84749 -2.72532 0.52533 -0.60 3.36 -0.85
H -1.87490 -1.60406 -0.59745 0.74 -0.13 -0.18
```
Forces are in eV/Å.

Computed properties:
* HOMO (alpha / beta): -0.38943 / -0.37127 Eh
* Kohn-Sham gap (alpha / beta): 11.64 / 8.62 eV
* E: -194.81259 Ha
* relative energy (zero: lowest compared OMol25 entry of this formula, charge and spin): 1.2264 eV
* total charge: 0
* multiplicity: 2

natural (NBO) atomic charge list, values in e, 2 entries: -0.87 0.23